(1)
Computed, not measured: C43H34F4N7O7PS2Ti as an isolated structure at a distorted geometry, with ωB97M-V/def2-TZVPD.

Positions of all 99 atoms, in Å:
Ti: -1.397 -1.388 -1.011
C: 3.451 -2.351 2.040
C: 2.796 -2.470 3.413
C: 3.138 -3.853 3.989
C: 3.394 -1.383 4.319
C: 1.281 -2.305 3.346
C: 0.527 -2.478 4.515
C: -0.846 -2.355 4.525
C: -1.489 -2.050 3.337
S: -3.191 -1.877 3.048
C: -2.866 -1.571 1.361
N: -1.580 -1.555 1.052
C: -0.778 -1.850 2.146
C: 0.617 -1.980 2.172
C: -3.902 -1.378 0.389
C: -5.262 -1.428 0.717
C: -6.209 -1.256 -0.270
C: -5.807 -1.019 -1.580
C: -4.456 -0.977 -1.901
C: -3.470 -1.161 -0.940
H: 4.525 -2.517 2.119
H: 3.300 -1.359 1.613
H: 3.053 -3.094 1.352
H: 4.220 -3.987 4.000
H: 2.700 -4.638 3.372
H: 2.765 -3.971 5.008
H: 4.473 -1.524 4.388
H: 2.978 -1.419 5.328
H: 3.206 -0.391 3.904
H: 1.028 -2.716 5.445
H: -1.413 -2.501 5.435
H: 1.157 -1.817 1.255
H: -5.560 -1.615 1.743
H: -7.263 -1.316 -0.032
H: -6.544 -0.878 -2.360
H: -4.187 -0.811 -2.938
O: 4.434 -5.217 -1.667
C: 4.499 -4.020 -1.353
O: 5.444 -3.298 -0.995
C: 3.113 -3.279 -1.358
C: 3.037 -1.889 -1.332
C: 1.804 -1.281 -1.218
N: 0.663 -1.980 -1.145
C: 0.734 -3.326 -1.184
C: 1.931 -4.004 -1.299
C: -0.591 -4.050 -1.031
O: -0.633 -5.259 -0.975
O: -1.609 -3.250 -0.944
H: 3.942 -1.298 -1.357
H: 1.715 -0.203 -1.148
H: 1.936 -5.084 -1.319
F: -2.489 2.524 -6.436
C: -1.310 2.430 -5.796
C: -0.443 3.493 -5.909
F: -0.826 4.533 -6.670
C: 0.820 3.526 -5.293
C: 1.111 2.364 -4.558
C: 0.232 1.314 -4.433
F: 0.647 0.276 -3.683
C: -1.030 1.286 -5.042
C: -1.995 0.194 -4.862
C: -1.797 -0.771 -3.908
N: -1.624 -1.597 -3.087
C: -3.234 0.144 -5.536
N: -4.249 0.046 -6.080
F: 2.314 2.239 -3.965
C: 1.729 4.630 -5.399
C: 3.005 4.655 -4.801
N: 4.067 4.764 -4.350
C: 1.437 5.823 -6.089
N: 1.269 6.836 -6.625
C: 0.828 2.069 5.046
C: 0.305 1.146 3.957
O: 0.499 1.775 2.707
P: -0.150 1.174 1.279
O: -1.742 1.319 1.585
C: -2.485 2.543 1.545
C: -2.572 3.196 2.915
O: 0.096 2.569 0.500
C: 1.295 2.787 -0.251
C: 1.363 4.257 -0.610
H: 0.618 1.645 6.029
H: 0.351 3.046 4.965
H: 1.904 2.203 4.932
H: -0.762 0.945 4.116
H: 0.836 0.192 3.994
H: -3.480 2.271 1.184
H: -2.025 3.225 0.835
H: -3.108 2.552 3.614
H: -3.100 4.147 2.831
H: -1.568 3.383 3.296
H: 1.274 2.171 -1.154
H: 2.168 2.504 0.346
H: 0.529 4.527 -1.257
H: 2.297 4.469 -1.130
H: 1.309 4.853 0.301
S: -2.254 2.922 -2.156
C: -1.674 1.548 -1.637
N: -1.197 0.532 -1.233

Results
M	979.8	g/mol
frontier orbital gap	0.1591	Eh
2S+1	1
charge	-2
energy above the lowest of the compared OMol25 structures with the same formula, charge and spin	24.8	kcal/mol
total energy	-4955.9184	hartree

Results of the Löwdin charge analysis, in e, for atoms 1 through 6:
1. Ti 1.081
2. C -0.044
3. C -0.547
4. C -0.043
5. C -0.044
6. C -0.167

=====

(2)
Computed, not measured: C43H34N8Ti as an isolated structure, with ωB97M-V/def2-TZVPD.

Positions of all 86 atoms, in Å:
Ti: 0.139 -0.551 0.048
C: -1.954 -1.960 2.116
N: -0.698 -1.211 2.217
C: -0.798 -0.027 3.074
C: 0.430 0.776 2.822
N: 1.279 0.430 1.888
C: 2.335 1.351 1.992
C: 3.558 1.423 1.326
C: 4.411 2.452 1.674
C: 4.078 3.387 2.665
C: 2.888 3.307 3.359
C: 2.039 2.267 3.003
N: 0.813 1.864 3.520
C: -2.765 -1.299 1.057
N: -2.204 -0.594 0.105
C: -3.267 -0.116 -0.673
C: -3.274 0.716 -1.789
C: -4.497 1.041 -2.336
C: -5.699 0.558 -1.794
C: -5.709 -0.259 -0.683
C: -4.470 -0.578 -0.140
N: -4.112 -1.330 0.971
H: -2.500 -2.006 3.064
H: -1.716 -2.984 1.821
H: 0.030 -1.821 2.578
H: -0.885 -0.288 4.134
H: -1.697 0.532 2.804
H: 3.834 0.697 0.577
H: 5.367 2.534 1.174
H: 4.777 4.178 2.903
H: 2.638 4.010 4.142
H: 0.311 2.292 4.278
H: -2.352 1.088 -2.208
H: -4.534 1.684 -3.206
H: -6.636 0.834 -2.257
H: -6.633 -0.630 -0.261
H: -4.732 -1.827 1.587
C: 1.313 -5.425 2.902
C: 0.349 -5.804 1.974
C: -0.004 -4.950 0.941
C: 0.607 -3.707 0.844
C: 1.578 -3.323 1.762
C: 1.931 -4.187 2.790
N: 0.247 -2.772 -0.182
N: 0.022 -3.307 -1.294
C: -0.253 -2.398 -2.321
C: -0.452 -2.960 -3.585
C: -0.646 -2.127 -4.665
C: -0.613 -0.748 -4.460
C: -0.408 -0.216 -3.194
C: -0.232 -1.017 -2.064
H: 1.587 -6.097 3.703
H: -0.126 -6.772 2.055
H: -0.743 -5.233 0.202
H: 2.074 -2.365 1.644
H: 2.701 -3.898 3.494
H: -0.434 -4.037 -3.690
H: -0.802 -2.532 -5.655
H: -0.744 -0.080 -5.303
H: -0.371 0.866 -3.108
C: 4.265 -1.267 -1.680
C: 4.521 -0.047 -2.296
C: 3.574 0.960 -2.231
C: 2.386 0.765 -1.521
C: 2.100 -0.467 -0.900
C: 3.064 -1.470 -1.012
C: 1.392 1.845 -1.391
C: 1.540 3.070 -2.103
C: 0.639 4.066 -1.945
C: -0.445 3.896 -1.050
C: -1.391 4.916 -0.803
C: -2.413 4.720 0.081
C: -2.521 3.484 0.749
C: -1.619 2.483 0.516
C: -0.555 2.658 -0.393
N: 0.342 1.632 -0.605
H: 4.999 -2.063 -1.734
H: 5.446 0.114 -2.833
H: 3.795 1.898 -2.722
H: 2.888 -2.448 -0.577
H: 2.369 3.198 -2.780
H: 0.738 4.996 -2.492
H: -1.286 5.858 -1.327
H: -3.136 5.502 0.267
H: -3.336 3.321 1.443
H: -1.729 1.527 1.001

Results
M	710.7	g/mol
frontier orbital gap (alpha / beta)	0.2615 / 0.2696	Eh
2S+1	2
charge	+1
energy above the lowest of the compared OMol25 structures with the same formula, charge and spin	0.0	kcal/mol
total energy	-2946.4507	hartree

Results of the Löwdin charge analysis, in e, for atoms 1 through 6:
1. Ti 0.950
2. C -0.091
3. N -0.098
4. C -0.103
5. C -0.314
6. N 0.111

=====

(3)
Computed, not measured: C43H35F5N9STc as an isolated structure at a distorted geometry, with ωB97M-V/def2-TZVPD.

Positions of all 94 atoms, in Å:
Tc: -0.788 0.484 -0.315
C: 0.194 -0.096 2.786
N: -0.870 0.219 1.809
C: -2.096 0.212 2.271
C: -3.155 0.433 1.382
C: -4.545 0.555 1.520
C: -5.043 0.792 0.243
C: -3.943 0.806 -0.629
N: -2.809 0.587 0.049
C: 0.054 -1.453 3.434
C: -0.384 -1.565 4.750
C: -0.464 -2.807 5.369
C: -0.110 -3.954 4.673
C: 0.335 -3.850 3.360
C: 0.423 -2.609 2.749
H: 0.192 0.659 3.570
H: 1.148 -0.047 2.275
H: -2.287 0.022 3.326
H: -5.098 0.497 2.447
H: -6.076 0.930 -0.038
H: -3.935 0.968 -1.700
H: -0.637 -0.669 5.310
H: -0.792 -2.877 6.400
H: -0.155 -4.920 5.161
H: 0.629 -4.742 2.816
H: 0.817 -2.527 1.739
C: 4.672 0.841 -0.770
N: 3.960 1.856 -0.008
C: 4.532 2.983 0.556
C: 3.561 3.644 1.191
N: 2.372 2.925 1.022
C: 2.642 1.800 0.277
S: 1.726 0.483 -0.287
C: 1.266 3.241 1.876
C: 1.474 3.333 3.223
C: 0.414 3.532 4.111
C: -0.897 3.505 3.582
C: -1.101 3.450 2.249
N: -0.019 3.461 1.335
H: 5.723 1.111 -0.813
H: 4.268 0.774 -1.778
H: 4.568 -0.130 -0.290
H: 5.579 3.213 0.449
H: 3.578 4.566 1.744
H: 2.483 3.188 3.591
H: 0.590 3.649 5.172
H: -1.763 3.518 4.233
H: -2.087 3.469 1.807
C: -2.567 -1.389 -2.690
C: -1.588 -0.352 -3.176
C: -1.306 -0.111 -4.492
C: -0.311 0.903 -4.539
C: -0.017 1.248 -3.250
C: 1.051 2.238 -2.875
N: -0.804 0.486 -2.375
H: -3.431 -1.407 -3.354
H: -2.922 -1.211 -1.680
H: -2.126 -2.394 -2.720
H: -1.780 -0.606 -5.329
H: 0.137 1.346 -5.418
H: 2.046 1.807 -3.017
H: 0.986 2.558 -1.841
H: 0.986 3.118 -3.518
N: 3.076 -8.650 -4.088
C: 2.505 -7.787 -3.584
C: 1.800 -6.713 -2.934
C: 1.139 -6.949 -1.731
C: 0.486 -5.917 -1.084
C: 0.485 -4.648 -1.643
C: 1.124 -4.409 -2.852
C: 1.787 -5.438 -3.493
N: -0.184 -3.579 -0.975
C: -1.292 -3.687 -0.148
C: -1.612 -2.430 0.232
N: -0.708 -1.557 -0.343
C: 0.130 -2.277 -1.063
H: 1.146 -7.942 -1.302
H: -0.003 -6.102 -0.136
H: 1.093 -3.424 -3.304
H: 2.290 -5.259 -4.433
H: -1.772 -4.626 0.070
H: -2.423 -2.097 0.860
H: 0.958 -1.880 -1.629
F: 1.471 5.781 0.586
C: 0.497 5.335 -0.205
C: -0.222 4.203 0.145
C: -1.249 3.821 -0.698
F: -1.887 2.676 -0.405
C: -1.584 4.523 -1.831
F: -2.564 4.112 -2.613
C: -0.864 5.659 -2.150
F: -1.172 6.357 -3.222
C: 0.184 6.055 -1.343
F: 0.863 7.154 -1.633

Results
M	902.9	g/mol
frontier orbital gap (alpha / beta)	0.2531 / 0.2253	Eh
2S+1	4
charge	+1
energy above the lowest of the compared OMol25 structures with the same formula, charge and spin	14.5	kcal/mol
total energy	-3130.4517	hartree

Results of the Löwdin charge analysis, in e, for atoms 1 through 6:
1. Tc 1.328
2. C -0.176
3. N -0.112
4. C -0.095
5. C -0.338
6. C -0.027